C18H17F3N2O5S in the gas phase, computed with wB97M-V/def2-TZVPD.

The HOMO energy is -8.86 eV. As for the structure (SMILES): O=C(Nc1ccc(OC(F)F)cc1)c1cc(S(=O)(=O)N2CCOCC2)ccc1F. As for the calculated total energy: -1879.62316 Ha. The gap between HOMO and LUMO is 0.3252 hartree. The calculation puts the LUMO energy at -0.012 eV.

Last column: natural (NBO) charge in e.
Positions of all 46 atoms, in Å:
O (-1.03454, -0.90707, -0.05089)  -0.59
C (-1.14760, 0.29751, -0.12200)  0.67
N (-2.31711, 0.96178, -0.31789)  -0.61
C (-3.60376, 0.43153, -0.44582)  0.23
C (-3.87259, -0.93439, -0.41010)  -0.26
C (-5.17276, -1.38412, -0.54130)  -0.20
C (-6.20560, -0.47787, -0.71602)  0.23
C (-5.95217, 0.88460, -0.75429)  -0.23
C (-4.65376, 1.33314, -0.61839)  -0.24
H (-4.45207, 2.39438, -0.64239)  0.21
H (-6.76332, 1.58340, -0.88497)  0.24
O (-7.52043, -0.96510, -0.88981)  -0.50
C (-8.32893, -0.88009, 0.16582)  0.79
F (-8.53870, 0.39842, 0.58109)  -0.35
F (-7.83341, -1.51321, 1.26104)  -0.35
H (-9.30506, -1.32437, -0.08248)  0.13
H (-5.39218, -2.43941, -0.50908)  0.23
H (-3.06715, -1.63560, -0.27357)  0.26
H (-2.29030, 1.97059, -0.36117)  0.41
C (0.07267, 1.17314, -0.02343)  -0.23
C (0.11647, 2.48038, 0.45865)  0.43
C (1.29792, 3.19367, 0.56962)  -0.28
C (2.48543, 2.59655, 0.18396)  -0.14
C (2.46409, 1.29907, -0.29263)  -0.37
C (1.28573, 0.59241, -0.39055)  -0.05
H (1.29187, -0.42398, -0.75099)  0.25
S (3.98757, 0.50031, -0.81154)  2.32
O (3.86155, 0.12890, -2.18793)  -0.93
O (5.07856, 1.35399, -0.42921)  -0.95
N (3.90006, -0.88769, 0.11469)  -0.68
C (4.39875, -0.73332, 1.46725)  -0.26
H (4.13749, 0.26877, 1.80802)  0.22
C (5.91723, -0.93537, 1.51474)  -0.09
H (6.27385, -0.96118, 2.54568)  0.20
O (6.28167, -2.17229, 0.94213)  -0.52
C (5.86367, -2.25650, -0.40290)  -0.09
H (6.19694, -3.23049, -0.76440)  0.20
C (4.34368, -2.11875, -0.51259)  -0.26
H (4.03421, -2.08105, -1.55610)  0.24
H (3.84796, -2.95071, -0.00328)  0.21
H (6.33636, -1.45845, -0.99583)  0.17
H (6.39993, -0.10956, 0.97367)  0.19
H (3.89757, -1.47681, 2.09485)  0.21
H (3.42860, 3.11497, 0.25020)  0.25
H (1.26973, 4.20006, 0.95660)  0.24
F (-1.01812, 3.09980, 0.85353)  -0.33

---

A molecular structure, C18H17F6N4O9RhS3, computed with wB97M-V/def2-TZVPD.

As for the net charge: -2. The HOMO energy (spin up / spin down) is -3.10 / -3.10 eV. As for the calculated total energy: -3496.74664 Ha. The value obtained for the energy above the lowest of the compared OMol25 structures with the same formula, charge and spin is 0.044 eV. The gap between HOMO and LUMO (spin up / spin down) is 0.2596 / 0.2596 hartree. The calculation puts the LUMO energy (spin up / spin down) at 3.964 / 3.964 eV.

Last column: natural (NBO) charge in e.
Positions of all 58 atoms, in Å:
Rh (-1.80519, 1.84267, 0.42891)  0.50
C (-6.48453, 1.94920, 6.31655)  -0.62
C (-5.71051, 2.59385, 5.19664)  -0.04
C (-6.07029, 3.83847, 4.69744)  -0.23
C (-5.36490, 4.42017, 3.64948)  -0.18
C (-4.28237, 3.75998, 3.09513)  -0.35
C (-3.91333, 2.50951, 3.57882)  -0.13
C (-4.62261, 1.93821, 4.62092)  -0.23
S (-3.34618, 4.50583, 1.75246)  2.35
O (-2.06896, 4.85485, 2.32675)  -0.98
O (-4.19178, 5.59479, 1.30049)  -1.00
N (-3.18774, 3.38659, 0.66019)  -0.97
C (-4.44154, 3.10334, -0.04876)  -0.36
C (-4.32616, 1.94012, -1.02720)  0.78
O (-5.28000, 1.70437, -1.76215)  -0.70
O (-3.22974, 1.26456, -0.99225)  -0.80
H (-7.22367, 2.63643, 6.72971)  0.20
H (-5.82202, 1.63730, 7.12650)  0.21
H (-7.01304, 1.05894, 5.96769)  0.21
H (-6.91918, 4.35993, 5.12779)  0.19
H (-5.64888, 5.38296, 3.24615)  0.24
H (-3.08455, 1.98684, 3.11455)  0.24
H (-4.33312, 0.95962, 4.98977)  0.20
H (-4.79232, 3.97452, -0.60309)  0.22
H (-5.24987, 2.82711, 0.64437)  0.19
F (7.20458, -4.65429, 2.61719)  -0.32
C (7.33975, -3.41824, 2.11919)  0.71
F (8.63508, -3.09726, 2.16190)  -0.32
F (6.67605, -2.57775, 2.91324)  -0.32
S (6.69282, -3.38111, 0.39176)  2.27
O (5.31073, -3.74919, 0.51076)  -0.95
O (7.58421, -4.25298, -0.31421)  -0.93
N (6.97125, -1.86856, 0.03618)  -1.25
S (5.91713, -0.81618, -0.45500)  2.28
O (4.77022, -1.35964, -1.13821)  -0.98
O (6.59984, 0.29471, -1.04291)  -0.93
C (5.18870, -0.11696, 1.08934)  0.70
F (4.50370, -1.04069, 1.76323)  -0.31
F (4.34773, 0.87295, 0.77209)  -0.32
F (6.13619, 0.37597, 1.89010)  -0.32
N (2.67470, -3.54243, -0.99587)  -0.80
C (1.33410, -3.50103, -0.98016)  0.65
O (0.63656, -4.49433, -1.14224)  -0.65
C (0.69245, -2.15725, -0.72335)  -0.11
C (-0.69400, -2.10813, -0.69840)  -0.22
C (-1.33062, -0.92181, -0.39683)  0.05
N (-0.65828, 0.20075, -0.10146)  -0.39
C (0.67591, 0.16654, -0.16617)  0.03
C (1.38775, -0.98183, -0.47406)  -0.19
H (3.11006, -4.44576, -1.06238)  0.41
H (3.29000, -2.75167, -0.87641)  0.43
H (-1.25818, -3.00597, -0.90404)  0.24
H (-2.40784, -0.83159, -0.39210)  0.24
H (1.18112, 1.09885, 0.03964)  0.22
H (2.46590, -0.92349, -0.51669)  0.23
C (-0.71138, 2.17376, 1.83907)  -0.37
H (0.14972, 1.53969, 2.09876)  0.11
H (-0.85160, 2.97909, 2.56462)  0.16

---

A molecular structure, C18H17FN2O2PdS, computed with wB97M-V/def2-TZVPD.

As for the net charge: -2. The HOMO energy (spin up / spin down) is -0.79 / -0.83 eV. As for the multiplicity: 3. As for the calculated total energy: -1582.03976 Ha. The gap between HOMO and LUMO (spin up / spin down) is 0.2085 / 0.2098 hartree. The calculation puts the LUMO energy (spin up / spin down) at 4.879 / 4.879 eV.

Last column: Mulliken spin population.
Positions of all 42 atoms, in Å:
Pd (1.10225, -0.14587, 0.00644)  1.54
C (4.29370, -2.85560, 1.43913)  0.01
C (2.84608, -2.43122, 1.17438)  0.00
O (2.63438, -1.80141, 0.10926)  0.05
C (1.90349, -2.83685, 2.12270)  0.02
C (0.54248, -2.45158, 2.17542)  0.01
C (-0.34661, -3.09164, 3.21813)  0.01
N (0.02839, -1.55485, 1.37947)  0.05
N (-1.31602, -1.31087, 1.52027)  0.02
C (-1.73720, -0.25116, 0.87270)  0.00
O (-1.05462, 0.58707, 0.19993)  0.05
C (-3.21523, -0.03323, 0.95397)  0.00
C (-3.80364, 0.94871, 0.15818)  0.00
C (-5.17330, 1.16331, 0.18286)  0.00
C (-5.98689, 0.40403, 1.01393)  0.00
C (-5.40730, -0.56594, 1.82573)  0.00
C (-4.03937, -0.77986, 1.79982)  0.00
H (4.94287, -2.33889, 0.73482)  0.00
H (4.39955, -3.93580, 1.30419)  0.00
H (4.58363, -2.60547, 2.46036)  0.00
H (2.25887, -3.47011, 2.92806)  0.00
H (0.21533, -3.80891, 3.81746)  0.00
H (-1.17932, -3.59695, 2.72625)  0.00
H (-0.77440, -2.32448, 3.86494)  0.00
H (-3.15170, 1.53466, -0.47753)  0.00
H (-5.61499, 1.92527, -0.45015)  0.00
H (-7.06097, 0.55435, 1.02273)  0.00
H (-6.03177, -1.16173, 2.48349)  0.00
H (-3.57866, -1.52845, 2.42933)  0.00
F (2.32690, 1.12168, 1.17674)  0.14
S (1.35602, 0.32863, -2.52852)  0.09
C (1.85439, 1.87096, -3.14270)  -0.01
C (1.32166, 2.37035, -4.34569)  0.00
C (1.76422, 3.56446, -4.88910)  0.00
C (2.75103, 4.31353, -4.25749)  0.00
C (3.26896, 3.84574, -3.05274)  0.00
C (2.83274, 2.65343, -2.50240)  0.00
H (0.54621, 1.80280, -4.84536)  0.00
H (1.33615, 3.92555, -5.82023)  0.00
H (3.10770, 5.24042, -4.69314)  0.00
H (4.03131, 4.42468, -2.54018)  0.00
H (3.22367, 2.30122, -1.55548)  0.00

---

C18H17FN2O3 in the gas phase, computed with wB97M-V/def2-TZVPD.

The HOMO energy is -8.32 eV. As for the structure (SMILES): COc1ccccc1NC(=O)[C@H]1CC(=O)N(c2ccc(F)cc2)C1. As for the calculated total energy: -1131.25695 Ha. The value obtained for the energy above the lowest of the compared OMol25 structures with the same formula, charge and spin is 0.000 eV. The gap between HOMO and LUMO is 0.3300 hartree. The calculation puts the LUMO energy at 0.659 eV.

Last column: natural (NBO) charge in e.
Positions of all 41 atoms, in Å:
C (-0.05126, -2.12206, -1.79504)  -0.25
H (-0.89850, -2.49216, -2.37942)  0.18
O (-0.27326, -0.80882, -1.34319)  -0.52
C (-0.51362, 0.17637, -2.26980)  0.26
C (-0.48475, 0.01104, -3.64284)  -0.28
C (-0.73281, 1.09376, -4.47587)  -0.21
C (-1.00798, 2.33848, -3.94557)  -0.22
C (-1.04406, 2.51864, -2.57160)  -0.25
C (-0.80127, 1.44656, -1.73050)  0.17
N (-0.81645, 1.52050, -0.33445)  -0.65
C (-0.91736, 2.60077, 0.47487)  0.69
O (-1.06480, 3.74477, 0.10660)  -0.60
C (-0.80038, 2.23584, 1.96190)  -0.31
C (-1.91609, 1.28954, 2.41115)  -0.50
C (-1.31944, -0.10399, 2.29421)  0.68
O (-1.93048, -1.14431, 2.30497)  -0.59
N (0.03424, 0.03418, 2.14603)  -0.46
C (0.91484, -1.03599, 1.90965)  0.13
C (0.69422, -2.26678, 2.52458)  -0.18
C (1.52574, -3.33892, 2.26250)  -0.27
C (2.58420, -3.16966, 1.38940)  0.38
C (2.82636, -1.95704, 0.77044)  -0.27
C (1.98629, -0.89160, 1.03020)  -0.21
H (2.16494, 0.04445, 0.52552)  0.22
H (3.65698, -1.85739, 0.08993)  0.23
F (3.40049, -4.21276, 1.12988)  -0.32
H (1.36214, -4.29651, 2.73024)  0.23
H (-0.13933, -2.38667, 3.19579)  0.25
C (0.46942, 1.41757, 2.23679)  -0.20
H (0.85231, 1.61330, 3.24659)  0.20
H (1.26229, 1.64413, 1.52356)  0.21
H (-2.18993, 1.45982, 3.45453)  0.24
H (-2.82289, 1.36714, 1.81248)  0.25
H (-0.80396, 3.17537, 2.51623)  0.25
H (-0.69815, 0.60852, 0.08780)  0.43
H (-1.25709, 3.48346, -2.14276)  0.25
H (-1.19833, 3.17671, -4.59740)  0.22
H (-0.70662, 0.95090, -5.54540)  0.21
H (-0.26813, -0.95248, -4.07612)  0.22
H (0.05863, -2.72458, -0.89447)  0.21
H (0.86384, -2.19009, -2.39141)  0.18

---

A molecular structure, C18H18AgN4SbSe4, computed with wB97M-V/def2-TZVPD.

The HOMO energy is -7.54 eV. As for the calculated total energy: -10908.76018 Ha. The gap between HOMO and LUMO is 0.2610 hartree. The calculation puts the LUMO energy at -0.433 eV.

Last column: natural (NBO) charge in e.
Positions of all 46 atoms, in Å:
Ag (-0.67492, 1.49322, 0.30645)  0.80
C (0.69515, -0.07164, -2.40566)  -0.25
N (1.16407, 0.25815, -1.06287)  -0.45
C (1.41802, -0.92643, -0.24555)  -0.27
C (0.19111, -1.75363, 0.04627)  0.20
C (0.25095, -3.13868, 0.03343)  -0.21
C (-0.86961, -3.86206, 0.41050)  -0.17
C (-2.01294, -3.18142, 0.78068)  -0.25
C (-1.99088, -1.79498, 0.74376)  0.06
N (-0.92078, -1.09391, 0.38139)  -0.49
C (2.31574, 1.14916, -1.05435)  -0.24
C (2.48371, 1.87128, 0.26474)  0.21
C (3.71400, 1.93085, 0.89711)  -0.25
C (3.83179, 2.66019, 2.07228)  -0.14
C (2.71480, 3.29920, 2.57516)  -0.25
C (1.51725, 3.17132, 1.89075)  0.08
N (1.40263, 2.48102, 0.75739)  -0.52
C (-0.80782, -0.22215, -2.48021)  0.23
C (-1.39909, -1.36027, -3.00672)  -0.25
C (-2.78185, -1.44586, -3.03157)  -0.15
C (-3.52512, -0.38495, -2.54223)  -0.26
C (-2.84709, 0.71959, -2.05024)  0.05
N (-1.51926, 0.80541, -2.01626)  -0.47
H (1.17544, -0.98414, -2.78550)  0.18
H (0.97304, 0.74517, -3.07388)  0.22
H (1.80535, -0.58729, 0.72074)  0.25
H (2.18132, -1.56795, -0.71347)  0.18
H (1.16638, -3.64089, -0.25193)  0.21
H (-0.84233, -4.94406, 0.42046)  0.22
H (-2.90487, -3.70017, 1.10228)  0.23
H (-2.86850, -1.22262, 1.02739)  0.21
H (2.16514, 1.90413, -1.82835)  0.22
H (3.25124, 0.61936, -1.29020)  0.18
H (4.56308, 1.40863, 0.47580)  0.22
H (4.78078, 2.71525, 2.58938)  0.22
H (2.75407, 3.86450, 3.49523)  0.23
H (0.60786, 3.61910, 2.27264)  0.22
H (-0.78216, -2.17437, -3.36479)  0.22
H (-3.27094, -2.33071, -3.41783)  0.22
H (-4.60581, -0.40934, -2.53470)  0.23
H (-3.39056, 1.57168, -1.65689)  0.20
Se (-3.26053, -0.81516, 4.84392)  -0.58
Sb (-1.64028, 0.51500, 3.75880)  1.05
Se (0.65818, -0.01023, 3.44370)  -0.65
Se (-2.08036, 3.01837, 3.73193)  -0.27
Se (-2.78538, 1.80231, 1.77104)  -0.42